C2HN3OS2 as an isolated structure, computed with ωB97M-V/def2-TZVPD.

Results
Molar mass   147.18 g mol⁻¹
E_tot   -30273.381 eV
Total charge   0
HOMO-LUMO gap   0.3063 Eh
Energy above the lowest of the compared OMol25 structures with the same formula, charge and spin   222.8 kJ/mol

```
9
Properties=species:S:1:pos:R:3:mulliken_charge:R:1
C 1.13 1.67 -0.39 -0.0632
C -0.74 -0.36 0.26 0.4555
H 1.93 0.82 -0.42 0.3322
N 0.40 -1.16 0.58 -0.1761
N -0.09 -2.39 0.36 -0.0678
N -1.90 -1.04 -0.09 -0.2236
O -1.47 -2.34 0.16 -0.0023
S 1.27 3.28 -0.72 -0.2179
S -0.53 1.51 0.26 -0.0368
```